[1]
Entry from the Open Molecules 2025 dataset: C35H37BrFGaN5O4SSb as an isolated structure (ωB97M-V/def2-TZVPD).

Its charge is +2. Its electronic energy is -7167.427147 Ha. The calculation puts the largest force on an atom at 0.0158 hartree/bohr.

Structure (XYZ):
```
86
Properties=species:S:1:pos:R:3:lowdin_charge:R:1
Sb 1.33373 -0.13612 -2.20562 1.48
Br -1.79904 -5.81603 0.04562 0.85
Ga -0.49901 -0.40367 0.93700 0.12
S 1.42439 -1.02448 -0.00438 0.40
F 2.65823 1.62544 2.11372 0.09
O -3.01307 1.38622 1.36820 0.10
O 3.05853 2.22394 -0.61018 0.09
O -1.00336 1.27116 0.35631 -0.08
O -0.58142 4.83309 -0.69355 0.12
N -1.84462 -1.73970 0.28518 0.00
N -0.22689 3.59106 1.19260 0.01
N 1.44661 3.83513 -0.42028 0.24
N -0.86955 -1.16181 5.02763 -0.04
N -0.37328 -0.61423 2.82734 0.12
C 1.01705 3.69502 -4.09757 -0.05
C 3.55046 -0.23591 -4.19609 -0.12
C -0.34852 3.90681 -4.22750 -0.04
C 0.55733 -1.23008 5.40072 -0.17
C -1.05973 -3.62368 -4.61608 -0.05
C 2.20884 2.76462 0.05170 -0.38
C -1.54313 -3.04011 0.43973 -0.16
C 4.35548 -0.32134 -1.89972 -0.12
C -2.88538 -1.37721 -0.48111 -0.07
C -0.59563 -1.28645 -4.27905 -0.11
C -0.22975 -3.95133 -3.54973 -0.07
C 4.85838 -0.31054 -4.65014 -0.06
C 5.65829 -0.39421 -2.37284 -0.05
C 0.15406 4.14556 -0.03007 -0.45
C 1.48701 2.56752 -3.43541 -0.13
C 5.90530 -0.38801 -3.73892 -0.05
C -1.97778 1.89910 1.00962 -0.53
C -1.24323 -2.29652 -4.97929 -0.06
C 0.56125 1.66780 -2.91369 -0.35
C 1.20335 0.12893 5.65000 -0.04
C -1.25519 -0.89300 3.79215 -0.33
C 0.66189 2.80451 1.91883 0.03
C -3.67635 -2.32159 -1.10576 0.00
C -0.81073 1.87317 -3.03002 -0.13
C -1.25976 3.00001 -3.69802 -0.05
C -1.64495 3.33157 1.34559 -0.02
C -2.29538 -0.09159 6.79268 -0.05
C 1.83435 2.41845 1.42760 -0.20
C -2.29207 -4.02401 -0.16488 -0.67
C -2.71117 -0.94699 3.45214 0.02
C 0.41540 -2.94988 -2.83912 -0.13
C 0.22853 -1.61702 -3.20691 -0.36
C -3.38214 -3.66486 -0.94579 -0.05
C -1.85636 -1.38016 6.11108 -0.17
C 3.31795 -0.24307 -2.82130 -0.37
H -1.87497 -2.04489 -5.82123 0.12
H 0.68802 0.66690 6.44490 0.08
H -4.51394 -2.00342 -1.71146 0.13
H 5.05932 -0.31316 -5.71340 0.12
H 0.33921 2.50270 2.90833 0.15
H -3.00888 -0.32545 7.58287 0.09
H -1.98764 3.52543 2.36062 0.15
H -0.68478 -3.28749 1.05078 0.11
H 0.61145 -1.82977 6.30472 0.13
H 2.73282 -0.18090 -4.90776 0.11
H -0.72228 -0.25649 -4.58865 0.09
H -1.55117 -4.40800 -5.17783 0.12
H -0.07119 -4.98801 -3.27949 0.11
H 2.55172 2.38926 -3.34762 0.10
H 1.21853 0.76220 4.76461 0.06
H -3.08611 -0.31702 -0.55141 0.12
H 0.58929 -0.61177 3.13777 0.06
H -1.45089 0.42354 7.25003 0.07
H -2.18099 3.99981 0.67502 0.15
H 1.07031 -3.21340 -2.01689 0.09
H -2.77858 0.59311 6.09409 0.08
H 6.47999 -0.45348 -1.67150 0.12
H 4.16029 -0.31037 -0.83407 0.08
H -2.32255 3.17137 -3.80593 0.12
H 1.71011 4.19840 -1.32645 0.16
H -2.88336 -0.65869 2.42011 0.05
H -1.38266 -2.03999 6.83304 0.13
H -0.70734 4.78899 -4.74151 0.12
H 1.72129 4.40449 -4.51447 0.12
H 2.23639 -0.02187 5.96454 0.10
H -3.98583 -4.42875 -1.41815 0.13
H -2.71026 -1.91678 5.70818 0.11
H -3.28886 -0.27323 4.08210 0.10
H -1.52112 1.16459 -2.62339 0.10
H 6.92456 -0.44349 -4.09897 0.12
H 1.09016 -1.79101 4.63004 0.13
H -3.08890 -1.95883 3.60607 0.11
```


[2]
Entry from the Open Molecules 2025 dataset: a single C7H10N2 molecule at a distorted geometry (ωB97M-V/def2-TZVPD).

Its electronic energy is -382.080641 Ha. The calculation puts the largest force on an atom at 0.1084 hartree/bohr.

Structure (XYZ):
```
19
Properties=species:S:1:pos:R:3:lowdin_charge:R:1
N 2.64276 -0.58187 0.91142 -0.03
N 2.53544 0.24587 -0.28119 -0.08
C -1.50108 -1.66155 0.01331 -0.19
C -0.75104 2.15060 0.17806 -0.08
C -0.98789 0.66405 0.08412 -0.29
C 1.34629 0.56042 -0.70997 -0.17
C 0.06167 -0.12708 -0.35462 -0.28
C -0.10953 -1.49455 -0.53462 -0.03
C -1.99229 -0.25346 0.36466 -0.01
H -3.08804 0.01396 0.69080 0.14
H -1.31827 -2.33920 0.88971 0.14
H 1.85117 -1.27900 0.69553 0.06
H -2.11038 -2.04357 -0.77122 0.10
H 3.55149 -1.15748 0.75837 0.10
H 0.23219 2.44883 0.58485 0.06
H -0.84249 2.64617 -0.93635 0.13
H -1.57239 2.77432 0.88336 0.13
H 1.50967 1.59162 -1.29281 0.15
H 0.54273 -2.15808 -1.17342 0.14
```


[3]
Entry from the Open Molecules 2025 dataset: a 2-piece molecular cluster, C2H2F2N2 overall at a distorted geometry (ωB97M-V/def2-TZVPD).

Its electronic energy is -386.311442 Ha. The calculation puts the largest force on an atom at 0.0533 hartree/bohr.

Structure (XYZ):
```
8
Properties=species:S:1:pos:R:3:lowdin_charge:R:1
F -0.41884 -1.54324 -2.18776 -0.14
F 1.98921 1.20772 0.58088 -0.09
N -0.63216 -0.13859 -1.72288 0.13
N 1.31462 0.04245 0.52345 0.12
C -1.31874 0.26283 0.60179 0.18
C -1.06060 -0.16020 -0.54043 -0.28
H -1.46479 0.84778 1.45338 0.04
H 1.59130 -0.51876 1.29157 0.04
```


[4]
Entry from the Open Molecules 2025 dataset: a 4-piece molecular cluster, C35H59N3O13PS overall at a distorted geometry (ωB97M-V/def2-TZVPD).

Its charge is +1. Its electronic energy is -3250.693168 Ha. The calculation puts the largest force on an atom at 0.0441 hartree/bohr.

Structure (XYZ):
```
112
Properties=species:S:1:pos:R:3:lowdin_charge:R:1
S 0.33328 5.44858 5.66179 0.74
P 0.22272 4.44985 -0.17251 1.05
O 1.44143 0.26177 -7.66996 0.07
O -0.08377 1.62461 -8.62122 0.17
O -7.65993 -2.34052 3.11337 0.06
O -6.10560 -3.76927 3.84027 0.08
O -2.31321 -0.89785 -0.13135 0.09
O -1.53880 -1.68196 1.80071 -0.01
O -6.03763 -7.46357 -0.39513 0.16
O -3.79464 -7.67125 -0.46906 0.06
O -4.96687 -8.84686 1.02670 0.08
O 5.87159 0.42507 -1.54582 -0.04
O -6.09163 -1.63521 4.56922 0.15
O 4.06655 3.45216 -1.94521 -0.03
O 1.49169 0.61110 -9.87681 0.07
N 3.32058 1.72914 -4.32959 0.03
N 3.09084 1.38526 1.84885 0.22
N 2.98912 1.37404 0.51364 -0.01
C -3.21499 -9.84807 2.39118 -0.02
C -7.76720 -3.52205 2.30426 -0.09
C -2.85054 -8.25468 0.43924 -0.10
C -6.51844 -5.73193 2.45093 -0.02
C -0.48766 3.96950 -1.80404 -0.27
C 2.70311 -0.07595 -9.53354 -0.09
C -3.88010 -0.79029 1.64359 0.03
C 3.48131 -0.99726 -7.28982 -0.03
C 2.08726 2.08047 -1.63248 -0.06
C 1.35252 5.91748 -0.52801 -0.37
C 1.45273 5.45846 3.11229 -0.23
C -7.11893 -4.55993 3.18458 -0.32
C 2.74770 3.00969 -3.90808 -0.20
C 6.41434 0.27635 -0.19893 -0.03
C 1.75433 0.88139 4.50043 -0.16
C -3.64002 -9.40495 1.01309 -0.33
C 2.35551 2.24381 2.48221 -0.19
C 0.67495 4.15624 2.74973 -0.21
C 0.31230 0.71053 3.93746 -0.18
C 2.46854 2.14698 3.99374 -0.11
C -5.03337 -7.94678 0.01254 -0.57
C 0.85308 0.90532 -8.71611 -0.56
C 1.79939 5.62624 4.59444 -0.55
C 2.17300 2.20386 -0.12026 -0.11
C 1.47254 3.21105 1.91949 -0.14
C -6.57363 -2.49737 3.90853 -0.58
C -1.26132 -1.03281 3.04823 -0.18
C 2.71888 3.24679 -2.37745 -0.36
C 0.20994 -0.57095 3.09305 -0.16
C 5.18728 1.04897 -0.52375 -0.31
C 2.33048 -0.72415 -8.22400 -0.34
C -2.52774 -1.10769 1.04710 -0.50
C 1.04086 6.58192 -1.88337 -0.15
C 3.86022 0.37546 -0.09180 -0.03
C 1.37847 3.18498 0.52215 -0.19
H 2.14827 6.65174 4.71780 0.07
H 1.67217 7.45509 -2.03407 0.08
H -2.28454 -10.41302 2.34300 0.09
H -4.30035 0.06394 1.12228 0.09
H -5.93426 -5.40218 1.59035 0.09
H 3.49938 0.66514 -9.43126 0.14
H 2.58218 1.11891 -4.65028 0.07
H 5.24467 2.12074 -0.44257 0.13
H 4.21009 -0.32956 0.64815 0.13
H 2.97526 -0.79161 -10.30554 0.14
H 1.21076 6.68477 0.22791 0.07
H 1.71748 0.92566 5.58885 0.12
H 7.31578 0.84564 -0.02936 0.12
H -4.56606 -1.62807 1.52862 0.09
H 1.73498 3.15767 -4.28515 0.12
H -7.22162 -3.35219 1.37303 0.14
H 0.20423 3.89823 -2.63834 0.01
H -3.81499 -0.54951 2.70339 0.07
H 2.21450 4.19838 -2.24283 0.08
H 0.84527 4.98287 6.81322 -0.14
H -3.06832 -8.99180 3.05169 0.09
H -3.64787 -10.25965 0.33092 0.16
H 1.02563 1.96099 -1.85190 0.12
H -1.07514 3.05827 -1.69245 0.05
H -1.88312 -0.15491 3.21441 0.11
H -1.20838 4.75160 -2.04309 0.05
H 3.88307 1.28104 -3.61879 0.06
H 2.15314 3.04988 4.49757 0.08
H 0.36328 3.63561 3.65526 0.07
H 4.06468 -1.85459 -7.62390 0.09
H -8.80729 -3.74049 2.07590 0.14
H -0.34513 0.56076 4.79586 0.12
H -0.00664 1.58339 3.37186 0.10
H 0.56697 -0.39496 2.07592 0.11
H -3.98308 -10.47415 2.84380 0.09
H 2.38807 5.50582 2.55166 0.12
H 0.78216 -1.37066 3.56108 0.11
H 2.54050 1.17404 -2.01628 0.10
H 2.62500 5.00262 4.92916 0.07
H -0.24014 4.43488 2.23729 0.07
H -7.29701 -6.40655 2.09792 0.10
H 3.10839 -1.19612 -6.28477 0.08
H 0.83587 6.31072 2.82810 0.11
H -5.84212 -6.28606 3.10230 0.09
H 3.53051 2.01593 4.21925 0.13
H 1.21898 5.92305 -2.73263 0.05
H 2.33154 -0.00487 4.24102 0.10
H -0.00833 6.87551 -1.91733 0.07
H 4.14286 -0.13200 -7.22215 0.09
H -1.40435 -1.75831 3.84991 0.14
H 6.32722 -0.78556 -0.02146 0.12
H -7.80996 -4.91421 3.95453 0.16
H -2.58619 -7.50421 1.18839 0.14
H 4.67449 3.18306 -2.64070 0.10
H 3.37682 3.79938 -4.32887 0.12
H 1.75274 -1.63855 -8.38652 0.16
H -1.95243 -8.56948 -0.08692 0.14
H 2.37381 5.53805 -0.58176 0.07
H 3.45609 -0.13587 -0.95597 0.13
```


[5]
Entry from the Open Molecules 2025 dataset: a 10-piece molecular cluster, C4H26NO9 overall at a distorted geometry (ωB97M-V/def2-TZVPD).

Its charge is +1. Its electronic energy is -899.585226 Ha. The calculation puts the largest force on an atom at 0.1181 hartree/bohr.

Structure (XYZ):
```
40
Properties=species:S:1:pos:R:3:lowdin_charge:R:1
O 3.68133 -1.54053 -1.44035 -0.07
O 3.11758 0.87335 -2.38324 -0.02
O -2.11926 2.76058 1.02960 -0.02
O 0.68874 1.45781 -2.75535 -0.07
O -1.38246 3.08235 -1.48453 -0.13
O -1.61876 -3.08346 -1.42762 -0.10
O 0.75590 2.77680 0.17894 0.04
O -0.25833 -3.82538 1.22207 0.01
O -3.22397 0.57976 1.30430 -0.10
N -0.74579 -0.49784 0.08844 0.05
C -0.94189 -0.86509 -1.13595 0.08
C 0.26934 -0.87356 1.09854 -0.06
C 0.99680 -0.41756 3.47840 -0.07
C 0.09189 -0.21737 2.28837 -0.09
H -0.38394 -4.73304 1.33926 0.04
H 1.04795 -1.62863 1.07053 0.12
H -3.15248 1.62095 1.39874 0.06
H -2.14233 3.47889 1.64334 0.09
H 3.25816 -1.71326 -2.37482 0.12
H -1.30860 -3.61084 -0.62658 0.06
H -1.95149 -3.68488 -2.14117 0.09
H 0.55147 1.30383 -3.69554 0.06
H -0.42683 3.55079 -1.26484 0.14
H 0.97558 -1.38871 3.94622 0.08
H -4.07228 0.20950 1.27512 0.01
H 1.16327 2.05963 -0.20494 -0.01
H -2.37441 3.05170 0.17088 0.03
H -0.79742 0.43034 2.40544 0.11
H 0.93755 0.28011 4.27612 0.06
H -0.35151 -1.54091 -1.75479 0.10
H 4.12866 -2.25744 -1.08884 0.00
H 2.80948 0.36732 -1.61612 0.04
H -1.00231 2.69352 -2.28684 0.01
H 1.63789 1.58028 -2.63442 -0.01
H 3.90581 1.21686 -2.07542 0.04
H -0.37432 -3.50231 2.06557 0.01
H 2.01012 -0.19189 3.08516 0.10
H -1.78497 -0.48314 -1.84956 0.16
H -1.52255 0.08847 0.55469 0.13
H -0.09160 2.59303 0.32118 -0.08
```


[6]
Entry from the Open Molecules 2025 dataset: C14H25HgNO5S4 as an isolated structure at a distorted geometry (ωB97M-V/def2-TZVPD).

Its charge is -1. Its electronic energy is -2725.613507 Ha. Its expectation value of S² is 0.759. Its spin multiplicity is 2. The calculation puts the largest force on an atom at 0.0367 hartree/bohr.

Structure (XYZ):
```
50
Properties=species:S:1:pos:R:3:lowdin_charge:R:1
Hg 0.17208 0.59566 0.59144 0.90
S 2.52372 -1.40712 0.77681 0.85
S 2.15032 1.94066 -0.10891 0.47
S -1.68305 1.14368 -1.92847 0.79
S -0.11447 -1.91623 -1.78794 0.89
O -2.75296 3.34698 2.44506 0.00
O 0.70306 0.68622 3.23140 -0.12
O -0.94524 2.45876 1.50905 -0.16
O -1.30168 -3.47170 1.78211 0.00
O -0.13414 -1.78927 0.92386 -0.31
N -1.94830 -0.02411 2.08338 -0.21
C -0.15294 -0.28218 3.79761 -0.24
C -1.63189 -0.02008 3.51002 -0.15
C -2.13581 2.42798 1.92388 -0.71
C 0.72335 2.31463 -2.98903 -0.09
C -1.84826 -0.22796 -3.12065 -0.58
C 2.44830 -2.36110 -0.77776 -0.51
C 3.59113 0.88202 -0.51011 -0.68
C 1.70066 -1.74586 -1.94868 -0.52
C -0.60302 -1.06652 -3.34509 -0.53
C 3.88914 -0.22463 0.48329 -0.55
C -2.37111 -1.33160 1.61758 -0.11
C -0.68075 2.44392 -3.06272 -0.44
C -2.86895 1.05458 1.76292 -0.13
C -1.15886 -2.30482 1.44438 -0.71
H -0.00727 -0.30075 4.88996 0.12
H 4.77534 -0.78046 0.16961 0.06
H -2.63654 -0.85228 -2.70229 0.06
H -2.22395 -0.77989 4.04237 0.13
H -2.80865 -1.23164 0.61824 0.12
H 4.43174 1.57815 -0.52766 0.05
H 0.27556 1.55435 3.29966 0.08
H -1.07455 3.36064 -2.64041 0.06
H -3.11425 -1.79709 2.28401 0.12
H 0.15034 -1.24676 3.38541 0.11
H 3.48011 -2.57121 -1.06545 0.07
H -0.81297 -1.83576 -4.09185 0.07
H 1.95756 -3.28607 -0.47590 0.07
H 3.46755 0.47799 -1.51505 0.04
H -3.76498 1.04908 2.40141 0.12
H -2.19509 0.20665 -4.06188 0.07
H 1.91995 -0.68439 -2.05801 0.04
H 1.28643 2.85970 -2.25954 -0.03
H 4.05944 0.19866 1.47312 0.06
H 0.23293 -0.45385 -3.67637 0.05
H 1.22994 1.54044 -3.54090 0.04
H 1.97901 -2.27310 -2.86704 0.08
H -1.11986 2.20452 -4.02686 0.06
H -1.88138 0.96346 3.92588 0.13
H -3.17671 0.97769 0.71610 0.09
```